1.
The following is a quantum chemistry calculation of 9 unconnected molecules or ions with the total composition C68H151N9O10 in a non-equilibrium geometry, from the OMol25 dataset.

## Properties
HOMO level	-0.287	Ha
2S+1	1
frontier orbital gap	8.296	eV
SMILES string	CC1(C)CCCC(C)(C)N1O.CC1(C)CCCC(C)(C)N1O.CC1(C)CCCC(C)(C)N1O.CC1(C)CCCC(C)(C)N1O.CC1(C)CCCC(C)(C)N1O.CC1(C)CCCC(C)(C)N1O.COC[C@H](C)N.COC[C@H](C)N.COCCNCCOC

Each line ends with the Löwdin charge.
Cartesian coordinates (Å):
C  -3.775  -0.624  -4.608  -0.04
C  -5.113  -1.252  -4.157  -0.51
C  -5.580  -0.444  -2.939  -0.03
C  -6.158  -1.009  -5.252  -0.14
C  -5.929  -1.959  -6.424  -0.18
C  -5.943  -3.373  -5.885  -0.16
C  -4.864  -3.729  -4.854  -0.52
C  -5.262  -5.057  -4.227  -0.03
C  -3.487  -3.776  -5.521  -0.02
N  -4.970  -2.664  -3.839  -0.09
O  -4.008  -2.837  -2.803  -0.04
H  -3.801  0.466  -4.579  0.08
H  -2.978  -1.014  -3.971  0.07
H  -3.441  -0.893  -5.614  0.06
H  -5.593  0.622  -3.149  0.09
H  -6.540  -0.810  -2.570  0.09
H  -4.858  -0.592  -2.129  0.07
H  -7.198  -1.102  -4.931  0.12
H  -6.022  0.014  -5.614  0.12
H  -6.673  -1.853  -7.219  0.11
H  -5.000  -1.712  -6.946  0.10
H  -5.900  -4.081  -6.727  0.12
H  -6.937  -3.638  -5.502  0.12
H  -5.614  -5.723  -5.016  0.09
H  -5.995  -4.984  -3.427  0.09
H  -4.373  -5.515  -3.779  0.08
H  -3.370  -4.778  -5.952  0.09
H  -2.745  -3.807  -4.718  0.08
H  -3.316  -3.016  -6.272  0.07
H  -4.563  -3.149  -2.081  0.10
C  0.495  -3.556  8.155  -0.02
C  1.697  -3.219  7.275  -0.52
C  2.443  -2.013  7.875  -0.04
C  2.776  -4.301  7.207  -0.16
C  2.424  -5.492  6.327  -0.17
C  2.210  -4.939  4.909  -0.13
C  1.136  -3.834  4.802  -0.50
C  1.380  -3.105  3.472  -0.01
C  -0.236  -4.509  4.783  -0.01
N  1.329  -2.909  5.909  -0.10
O  0.439  -1.812  5.790  -0.02
H  -0.067  -2.643  8.355  0.08
H  -0.174  -4.295  7.715  0.07
H  0.823  -3.947  9.122  0.09
H  2.938  -2.218  8.827  0.09
H  3.235  -1.676  7.204  0.09
H  1.737  -1.197  8.055  0.07
H  3.698  -3.860  6.805  0.12
H  3.162  -4.615  8.185  0.12
H  3.247  -6.208  6.288  0.11
H  1.549  -6.017  6.718  0.11
H  1.767  -5.809  4.407  0.09
H  3.147  -4.720  4.399  0.13
H  1.419  -3.773  2.615  0.06
H  2.231  -2.437  3.574  0.10
H  0.435  -2.570  3.305  0.06
H  -1.030  -3.763  4.676  0.06
H  -0.438  -5.155  5.636  0.08
H  -0.340  -5.110  3.872  0.08
H  1.027  -1.096  5.525  0.08
C  4.971  5.826  0.313  -0.02
C  3.744  6.252  1.140  -0.54
C  4.071  6.081  2.616  -0.04
C  3.501  7.764  0.928  -0.13
C  2.819  8.090  -0.394  -0.19
C  1.538  7.313  -0.573  -0.14
C  1.718  5.809  -0.385  -0.50
C  0.348  5.170  -0.174  -0.03
C  2.337  5.196  -1.662  -0.03
N  2.540  5.564  0.795  -0.10
O  2.527  4.216  1.216  -0.03
H  5.913  6.140  0.759  0.08
H  4.923  4.745  0.148  0.08
H  4.942  6.203  -0.716  0.07
H  4.470  5.087  2.836  0.08
H  4.851  6.784  2.916  0.09
H  3.204  6.227  3.264  0.08
H  2.877  8.082  1.765  0.12
H  4.488  8.227  0.866  0.12
H  2.741  9.180  -0.465  0.11
H  3.492  7.919  -1.245  0.10
H  1.229  7.402  -1.625  0.12
H  0.684  7.746  -0.046  0.12
H  -0.317  5.354  -1.018  0.09
H  -0.061  5.492  0.788  0.09
H  0.416  4.080  -0.124  0.07
H  2.998  5.913  -2.150  0.07
H  1.599  4.789  -2.360  0.08
H  2.920  4.289  -1.465  0.07
H  1.766  4.199  1.814  0.06
C  -5.888  -4.300  2.057  -0.03
C  -5.837  -2.798  2.429  -0.53
C  -5.912  -1.955  1.163  -0.03
C  -7.074  -2.539  3.288  -0.15
C  -7.002  -2.959  4.750  -0.17
C  -5.693  -2.439  5.363  -0.14
C  -4.454  -2.844  4.568  -0.50
C  -3.309  -2.015  5.143  -0.04
C  -4.158  -4.348  4.696  -0.02
N  -4.657  -2.420  3.181  -0.11
O  -3.480  -2.621  2.441  -0.03
H  -6.709  -4.457  1.351  0.08
H  -4.982  -4.576  1.515  0.08
H  -6.091  -4.907  2.935  0.07
H  -5.395  -2.403  0.312  0.07
H  -6.950  -1.858  0.829  0.08
H  -5.534  -0.953  1.365  0.09
H  -7.302  -1.460  3.295  0.12
H  -7.984  -2.869  2.776  0.12
H  -7.785  -2.401  5.270  0.11
H  -7.175  -4.016  4.952  0.10
H  -5.566  -2.889  6.354  0.13
H  -5.794  -1.363  5.501  0.12
H  -3.078  -2.451  6.123  0.09
H  -3.542  -0.955  5.259  0.08
H  -2.321  -2.034  4.674  0.06
H  -5.037  -4.870  5.088  0.08
H  -3.403  -4.561  5.458  0.07
H  -3.852  -4.827  3.772  0.08
H  -3.062  -1.758  2.325  0.08
C  6.073  -0.102  -6.139  -0.02
C  4.676  0.433  -5.775  -0.51
C  3.651  0.054  -6.847  -0.04
C  4.206  -0.333  -4.526  -0.14
C  4.797  0.159  -3.214  -0.17
C  4.621  1.668  -3.112  -0.15
C  5.071  2.471  -4.324  -0.52
C  4.528  3.894  -4.217  -0.03
C  6.614  2.597  -4.252  -0.02
N  4.566  1.862  -5.534  -0.07
O  5.043  2.559  -6.687  -0.02
H  6.687  -0.304  -5.261  0.07
H  5.899  -1.055  -6.641  0.08
H  6.614  0.576  -6.797  0.08
H  3.603  -1.034  -6.940  0.09
H  2.662  0.312  -6.459  0.07
H  3.825  0.547  -7.801  0.08
H  3.117  -0.351  -4.429  0.12
H  4.523  -1.375  -4.639  0.12
H  4.347  -0.333  -2.348  0.11
H  5.861  -0.096  -3.134  0.11
H  5.215  1.965  -2.243  0.12
H  3.568  1.874  -2.895  0.10
H  4.938  4.488  -5.035  0.08
H  4.658  4.454  -3.292  0.07
H  3.436  3.805  -4.305  0.09
H  7.154  1.662  -4.399  0.07
H  6.932  3.092  -3.336  0.08
H  6.913  3.230  -5.094  0.08
H  4.363  3.236  -6.776  0.06
C  -1.271  2.296  2.783  -0.02
C  -0.987  2.711  4.226  -0.51
C  -1.975  3.813  4.670  -0.02
C  -1.260  1.466  5.099  -0.14
C  -0.663  1.518  6.470  -0.17
C  0.836  1.798  6.407  -0.13
C  1.242  3.001  5.542  -0.51
C  1.132  4.291  6.399  -0.03
C  2.714  2.885  5.169  -0.03
N  0.413  3.052  4.351  -0.08
O  0.742  4.154  3.525  -0.03
H  -0.988  3.113  2.108  0.07
H  -0.553  1.510  2.557  0.07
H  -2.320  2.109  2.568  0.10
H  -2.090  4.559  3.879  0.08
H  -2.958  3.421  4.918  0.08
H  -1.581  4.332  5.543  0.06
H  -2.347  1.380  5.207  0.11
H  -1.023  0.562  4.528  0.11
H  -1.139  2.230  7.157  0.12
H  -0.793  0.616  7.080  0.11
H  1.429  0.938  6.088  0.10
H  1.101  2.001  7.448  0.12
H  0.097  4.589  6.595  0.07
H  1.590  5.156  5.918  0.08
H  1.520  4.107  7.400  0.09
H  2.949  2.009  4.563  0.09
H  3.332  2.915  6.068  0.09
H  3.015  3.762  4.591  0.07
H  0.528  4.938  4.048  0.10
C  0.504  -4.663  0.121  -0.11
O  0.504  -5.703  1.071  -0.20
C  0.621  -6.952  0.414  -0.22
C  0.645  -8.075  1.428  -0.41
C  -0.730  -8.202  2.110  -0.05
N  1.705  -7.731  2.389  0.04
H  0.892  -3.735  0.534  0.06
H  -0.489  -4.467  -0.311  0.10
H  1.098  -4.927  -0.762  0.09
H  -0.344  -7.052  -0.121  0.13
H  1.380  -6.989  -0.370  0.12
H  0.912  -9.007  0.927  0.13
H  -0.580  -8.617  3.104  0.07
H  -1.413  -8.812  1.519  0.07
H  -1.133  -7.190  2.161  0.07
H  1.638  -6.746  2.630  0.03
H  1.496  -8.144  3.295  0.06
C  1.926  1.461  -0.631  -0.08
O  1.257  0.273  -0.238  -0.19
C  0.048  0.036  -0.930  -0.21
C  -0.602  -1.220  -0.383  -0.39
C  -1.962  -1.448  -1.008  -0.06
N  -0.821  -0.891  1.055  0.06
H  1.477  1.949  -1.499  0.08
H  2.978  1.294  -0.869  0.07
H  1.918  2.106  0.248  0.07
H  -0.646  0.851  -0.673  0.13
H  0.187  -0.015  -2.015  0.12
H  0.072  -2.081  -0.397  0.11
H  -1.910  -1.920  -1.989  0.06
H  -2.502  -0.508  -1.138  0.08
H  -2.572  -2.076  -0.357  0.07
H  -0.724  -1.654  1.718  0.05
H  -0.067  -0.270  1.334  0.05
C  -0.405  1.380  -4.626  -0.11
O  0.242  1.678  -5.838  -0.20
C  -0.636  1.785  -6.940  -0.21
C  0.209  1.843  -8.202  -0.21
N  0.796  3.129  -8.495  -0.06
C  2.186  3.288  -8.046  -0.22
C  2.766  4.591  -8.498  -0.22
O  2.400  5.616  -7.578  -0.19
C  3.001  6.848  -7.864  -0.13
H  -1.098  2.164  -4.295  0.09
H  0.375  1.229  -3.881  0.06
H  -0.991  0.453  -4.691  0.08
H  -1.160  2.746  -6.896  0.13
H  -1.318  0.930  -7.006  0.12
H  -0.503  1.654  -9.028  0.11
H  0.917  1.034  -8.373  0.12
H  0.257  3.955  -8.280  0.11
H  2.744  2.467  -8.519  0.11
H  2.238  2.963  -6.995  0.11
H  2.408  4.828  -9.503  0.13
H  3.863  4.506  -8.481  0.12
H  2.327  7.634  -7.516  0.09
H  3.099  7.069  -8.937  0.09
H  3.994  6.943  -7.414  0.09

2.
The following is a quantum chemistry calculation of a molecular structure, CH3NSi in a non-equilibrium geometry, from the OMol25 dataset.

## Properties
HOMO level	-0.411	Ha
2S+1	1
frontier orbital gap	11.397	eV

Each line ends with the Löwdin charge.
Cartesian coordinates (Å):
C  1.315  0.148  -0.049  -0.45
N  2.459  0.262  -0.085  0.05
Si  -0.559  -0.207  0.034  0.60
H  -1.256  -0.711  1.232  -0.11
H  -0.921  1.629  -0.160  0.01
H  -1.038  -1.121  -0.971  -0.11

3.
The following is a quantum chemistry calculation of a single C10H12 molecule in a non-equilibrium geometry, from the OMol25 dataset.

## Properties
HOMO level	-0.325	Ha
2S+1	1
frontier orbital gap	9.923	eV
SMILES string	CC1([C@@H]2C=C[C@@H]3C[C@@H]32)C=C1

Each line ends with the Löwdin charge.
Cartesian coordinates (Å):
C  -1.196  -0.254  -2.124  -0.04
C  -0.178  0.573  -1.258  -0.42
C  -0.540  0.574  0.333  -0.18
C  0.465  1.396  1.250  -0.02
C  0.783  0.714  2.350  -0.07
C  0.194  -0.627  2.351  -0.22
C  0.783  -1.424  1.245  -0.08
C  -0.522  -0.769  1.018  -0.21
C  0.450  1.776  -1.852  0.01
C  1.214  0.705  -1.764  0.02
H  -1.889  0.332  -2.723  0.05
H  -2.018  -0.790  -1.440  0.11
H  -0.686  -0.828  -2.848  0.05
H  -1.563  1.087  0.285  0.16
H  0.880  2.344  0.898  0.10
H  1.421  1.061  3.098  0.09
H  -0.221  -1.049  3.274  0.14
H  1.698  -1.101  0.860  0.09
H  0.811  -2.541  1.316  0.12
H  -1.425  -1.260  0.876  0.11
H  0.305  2.854  -1.643  0.12
H  2.118  0.159  -1.703  0.09

Look up the 2S+1 of the second one. 1

What did the second record say?
The following is a quantum chemistry calculation of a molecular structure, CH3NSi in a non-equilibrium geometry, from the OMol25 dataset.

## Properties
HOMO level	-0.411	Ha
2S+1	1
frontier orbital gap	11.397	eV

Each line ends with the Löwdin charge.
Cartesian coordinates (Å):
C  1.315  0.148  -0.049  -0.45
N  2.459  0.262  -0.085  0.05
Si  -0.559  -0.207  0.034  0.60
H  -1.256  -0.711  1.232  -0.11
H  -0.921  1.629  -0.160  0.01
H  -1.038  -1.121  -0.971  -0.11

Number 1 is which compound? C68H151N9O10